[1]
The following is a DFT calculation (wB97M-V/def2-TZVPD) of a structure of composition C29H24Cu2F20N2O35S4.

Cartesian coordinates (Å):
Cu  -0.719  -1.396  -1.885
Cu  1.850  0.063  1.392
C  1.518  -0.619  4.942
F  1.205  -1.375  6.011
F  0.393  -0.464  4.294
F  1.776  0.606  5.279
S  2.890  -1.440  3.919
O  3.743  -2.244  4.783
O  2.073  -2.344  3.069
N  3.234  -0.123  2.868
S  4.640  0.184  3.529
O  4.659  0.651  4.912
O  5.617  -0.855  3.189
C  5.212  1.725  2.381
F  6.419  2.195  2.664
F  5.189  1.341  1.103
F  4.349  2.716  2.542
C  -1.584  -5.424  -0.848
F  -2.376  -4.720  0.050
F  -1.151  -6.565  -0.465
F  -2.391  -5.735  -1.917
S  0.009  -4.453  -1.340
O  0.406  -3.549  -0.258
O  1.037  -5.417  -1.761
N  -0.476  -3.321  -2.634
S  -0.214  -4.118  -3.955
O  1.146  -3.932  -4.504
O  -0.688  -5.451  -4.040
C  -1.254  -2.933  -5.236
F  -0.809  -1.767  -5.281
F  -1.197  -3.275  -6.511
F  -2.530  -2.872  -4.985
C  -0.621  -0.203  0.455
O  -1.661  -0.268  -0.221
O  -0.333  0.076  1.607
O  0.324  -0.373  -0.234
C  -3.156  1.783  5.584
C  -2.270  2.478  4.457
O  -1.093  2.548  5.076
C  -1.247  2.565  6.419
O  -0.287  2.861  7.109
O  -2.517  2.100  6.783
F  -2.893  3.695  4.268
H  -3.227  0.702  5.468
H  -4.189  2.131  5.581
H  -2.450  1.801  3.622
C  1.005  4.045  -1.816
C  2.316  4.674  -1.311
O  2.788  3.759  -0.355
C  2.324  2.544  -0.670
O  2.568  1.514  -0.140
O  1.426  2.708  -1.728
F  2.130  5.893  -0.820
H  0.906  4.433  -2.830
H  0.243  4.333  -1.092
H  3.007  4.745  -2.151
C  3.572  -0.461  -5.602
C  2.987  0.896  -5.847
O  1.656  0.751  -5.255
C  1.777  -0.102  -4.299
O  0.922  -0.536  -3.494
O  2.961  -0.635  -4.343
F  2.787  1.101  -7.164
H  4.655  -0.522  -5.495
H  3.144  -1.246  -6.226
H  3.697  1.662  -5.534
C  -3.863  2.561  -1.377
C  -2.745  3.599  -1.115
O  -1.763  3.097  -1.990
C  -2.240  2.259  -2.843
O  -1.689  2.009  -3.937
O  -3.413  1.739  -2.401
F  -2.331  3.531  0.143
H  -4.881  2.886  -1.590
H  -3.951  1.887  -0.526
H  -3.012  4.610  -1.420
C  -1.744  -2.832  2.478
C  -2.822  -1.779  2.654
O  -3.741  -2.312  3.590
C  -3.502  -3.621  3.734
O  -4.266  -4.333  4.384
O  -2.370  -3.992  3.074
F  -3.439  -1.663  1.468
H  -0.876  -2.722  3.127
H  -1.490  -2.805  1.418
H  -2.290  -0.877  2.955
C  3.929  -3.656  -2.648
C  5.269  -3.173  -2.269
O  5.029  -2.191  -1.221
C  3.725  -2.044  -1.026
O  3.208  -1.324  -0.177
O  3.108  -2.942  -1.712
F  5.728  -2.585  -3.343
H  3.656  -4.704  -2.524
H  3.519  -3.245  -3.571
H  5.979  -3.945  -1.972
C  -6.010  -0.873  -1.720
C  -6.422  -2.187  -2.331
O  -5.216  -2.917  -2.048
C  -4.201  -2.104  -2.124
O  -3.092  -2.573  -1.936
O  -4.643  -0.840  -2.129
F  -6.622  -2.128  -3.597
H  -6.085  -0.972  -0.638
H  -6.595  -0.046  -2.122
H  -7.341  -2.484  -1.825
C  -0.028  5.381  2.214
C  0.868  5.550  3.420
O  1.785  4.520  3.224
C  1.172  3.541  2.581
O  1.596  2.355  2.584
O  -0.083  3.998  2.208
F  0.008  5.433  4.435
H  0.473  5.907  1.402
H  -0.926  5.973  2.392
H  1.409  6.489  3.538

Calculated values
frontier orbital gap (spin up / spin down)	0.364 / 0.219	Eh
strongest force on any atom	11.7	eV Å⁻¹
⟨S²⟩	2.0076
HOMO (spin up / spin down)	-10.29 / -10.01	eV
2S+1	3
total energy	-10733.150500	Ha

[2]
The following is a DFT calculation (wB97M-V/def2-TZVPD) of an isolated molecule of C4H7ClS.

Cartesian coordinates (Å):
C  0.763  0.555  1.461
C  -0.172  -0.091  0.585
C  -0.294  0.107  -0.697
C  -1.174  -0.684  -1.894
S  -0.115  -1.922  -2.749
Cl  -1.755  0.402  -3.241
H  0.868  1.519  1.128
H  1.645  -0.041  1.557
H  0.236  0.688  2.417
H  -0.860  -0.793  1.126
H  0.469  0.721  -1.280
H  -2.016  -1.183  -1.597
H  0.385  -2.466  -1.722

Calculated values
frontier orbital gap	0.376	Eh
strongest force on any atom	5.2	eV Å⁻¹
HOMO	-9.38	eV
2S+1	1
ΔE to the lowest compared entry with this formula, charge and spin	126.6	kJ/mol
SMILES string	C/C=C/[C@H](S)Cl
total energy	-1014.920669	Ha

[3]
The following is a DFT calculation (wB97M-V/def2-TZVPD) of a cluster of 4 separate species, C23H60BN6O6 in total.

Cartesian coordinates (Å):
B  3.777  4.135  1.185
C  2.217  3.639  0.894
C  2.055  2.717  -0.339
C  1.801  1.245  -0.018
C  2.652  0.676  1.123
N  3.565  -0.444  0.796
C  4.818  -0.107  0.232
N  5.844  -0.803  0.447
N  4.846  1.027  -0.585
H  4.271  4.569  0.144
H  4.451  3.152  1.512
H  3.836  4.954  2.096
H  1.782  3.182  1.782
H  1.651  4.542  0.673
H  2.880  2.852  -1.015
H  1.180  3.062  -0.883
H  0.753  1.074  0.163
H  2.030  0.649  -0.902
H  1.977  0.271  1.868
H  3.235  1.439  1.618
H  3.107  -1.154  0.240
H  5.580  -1.550  1.090
H  5.661  1.598  -0.409
H  4.801  0.751  -1.557
C  6.077  -3.945  7.803
O  6.641  -2.720  7.383
C  8.062  -2.701  7.329
C  8.578  -2.701  5.904
N  8.343  -3.979  5.243
C  8.566  -3.979  3.796
C  7.767  -3.022  2.914
O  6.392  -3.328  2.796
C  5.573  -2.891  3.865
H  5.030  -3.759  8.038
H  6.118  -4.708  7.018
H  6.574  -4.326  8.700
H  8.488  -3.528  7.905
H  8.379  -1.768  7.803
H  9.656  -2.509  5.925
H  8.099  -1.865  5.381
H  7.392  -4.272  5.421
H  8.361  -4.994  3.446
H  9.631  -3.794  3.620
H  8.169  -3.114  1.902
H  7.900  -1.972  3.199
H  5.916  -1.942  4.281
H  5.512  -3.647  4.655
H  4.567  -2.749  3.471
C  -2.425  0.633  -6.414
O  -2.434  2.010  -6.097
C  -3.681  2.507  -5.630
C  -3.656  2.808  -4.145
N  -3.586  1.590  -3.350
C  -3.291  1.789  -1.930
C  -1.996  2.489  -1.523
O  -0.821  1.747  -1.755
C  -0.320  1.782  -3.074
H  -1.516  0.433  -6.980
H  -2.410  0.004  -5.517
H  -3.287  0.360  -7.029
H  -4.498  1.823  -5.880
H  -3.861  3.446  -6.162
H  -4.574  3.346  -3.884
H  -2.809  3.479  -3.958
H  -2.881  0.979  -3.739
H  -3.283  0.798  -1.467
H  -4.131  2.338  -1.487
H  -2.039  2.624  -0.438
H  -1.907  3.494  -1.952
H  -0.484  2.753  -3.549
H  -0.753  0.986  -3.689
H  0.754  1.604  -3.017
C  -6.721  -0.326  0.588
O  -7.423  -1.387  -0.034
C  -8.839  -1.269  -0.008
C  -9.403  -0.933  -1.375
N  -9.068  0.426  -1.778
C  -9.327  0.745  -3.181
C  -8.636  -0.073  -4.270
O  -7.242  0.133  -4.369
C  -6.454  -0.593  -3.440
H  -5.690  -0.649  0.720
H  -6.716  0.581  -0.026
H  -7.142  -0.093  1.570
H  -9.162  -0.542  0.743
H  -9.228  -2.247  0.288
H  -10.493  -1.031  -1.339
H  -9.022  -1.685  -2.077
H  -8.090  0.596  -1.587
H  -9.037  1.788  -3.325
H  -10.409  0.691  -3.347
H  -9.049  0.263  -5.225
H  -8.860  -1.145  -4.199
H  -6.870  -1.584  -3.241
H  -6.333  -0.037  -2.508
H  -5.460  -0.712  -3.868

Calculated values
frontier orbital gap	0.238	Eh
strongest force on any atom	1.1	eV Å⁻¹
HOMO	-4.36	eV
2S+1	1
total energy	-1716.979226	Ha
charge	-1

[4]
The following is a DFT calculation (wB97M-V/def2-TZVPD) of an isolated molecule of C4H4N2O.

Cartesian coordinates (Å):
O  -2.036  -0.994  -0.782
C  -1.723  0.077  -0.318
C  -0.399  0.321  0.351
C  0.401  1.577  -0.043
N  1.668  1.111  -0.259
C  1.682  -0.218  -0.135
N  0.534  -0.773  0.218
H  -2.398  0.952  -0.328
H  -0.596  0.527  1.417
H  2.571  -0.825  -0.298
H  0.296  -1.754  0.178

Calculated values
frontier orbital gap	0.301	Eh
strongest force on any atom	0.6	eV Å⁻¹
HOMO	-8.35	eV
2S+1	1
ΔE to the lowest compared entry with this formula, charge and spin	324.2	kJ/mol
total energy	-339.458178	Ha

Which of these has the lowest strongest force on any atom? C4H4N2O

Look up the 2S+1 of the second one. 1

What did the second record say?
The following is a DFT calculation (wB97M-V/def2-TZVPD) of an isolated molecule of C4H7ClS.

Cartesian coordinates (Å):
C  0.763  0.555  1.461
C  -0.172  -0.091  0.585
C  -0.294  0.107  -0.697
C  -1.174  -0.684  -1.894
S  -0.115  -1.922  -2.749
Cl  -1.755  0.402  -3.241
H  0.868  1.519  1.128
H  1.645  -0.041  1.557
H  0.236  0.688  2.417
H  -0.860  -0.793  1.126
H  0.469  0.721  -1.280
H  -2.016  -1.183  -1.597
H  0.385  -2.466  -1.722

Calculated values
frontier orbital gap	0.376	Eh
strongest force on any atom	5.2	eV Å⁻¹
HOMO	-9.38	eV
2S+1	1
ΔE to the lowest compared entry with this formula, charge and spin	126.6	kJ/mol
SMILES string	C/C=C/[C@H](S)Cl
total energy	-1014.920669	Ha